{
  "formula": "C44H106F9N8O14Sr2",
  "method": "ωB97M-V/def2-TZVPD",
  "species": ["O", "N", "C", "H", "H", "C", "Sr", "C", "H", "H", "C", "H", "C", "H", "H", "C", "Sr", "C", "C", "N", "C", "H", "C", "H", "H", "H", "H", "O", "C", "H", "H", "C", "H", "H", "H", "H", "H", "F", "H", "H", "H", "O", "C", "N", "C", "H", "O", "H", "H", "H", "H", "H", "H", "H", "H", "H", "O", "H", "C", "H", "H", "C", "H", "H", "H", "H", "C", "H", "C", "H", "C", "N", "H", "C", "N", "H", "H", "H", "H", "N", "C", "H", "H", "O", "H", "H", "H", "C", "H", "O", "C", "C", "H", "H", "H", "O", "H", "H", "H", "C", "C", "F", "N", "O", "F", "H", "H", "F", "F", "H", "H", "H", "O", "C", "H", "H", "H", "H", "H", "F", "H", "H", "H", "H", "C", "H", "H", "H", "O", "H", "C", "H", "C", "H", "H", "H", "C", "H", "C", "F", "H", "N", "C", "H", "C", "C", "F", "O", "C", "H", "H", "H", "C", "H", "H", "O", "H", "H", "C", "H", "H", "C", "H", "H", "H", "H", "C", "C", "H", "C", "F", "H", "H", "H", "H", "C", "H", "H", "H", "O", "H", "C", "H"],
  "positions_angstrom": [[17.760, 8.180, -25.507], [18.245, 5.471, -27.583], [16.641, 3.735, -26.794], [18.304, 4.890, -28.427], [16.040, 10.026, -30.111], [18.665, 8.736, -24.516], [19.950, 6.697, -31.028], [10.895, 10.478, -31.293], [20.597, 10.084, -26.864], [17.501, 8.927, -32.026], [19.137, 15.064, -30.903], [9.845, 10.313, -29.408], [12.573, 10.016, -37.161], [17.556, 5.732, -33.567], [16.892, 7.325, -31.794], [8.317, 7.436, -30.161], [20.242, 6.974, -26.854], [13.105, 8.694, -35.114], [26.171, 9.551, -28.154], [19.962, 4.918, -32.933], [15.542, 7.655, -26.253], [16.276, 3.245, -25.886], [17.339, 3.922, -30.801], [18.852, 0.317, -33.030], [13.893, 12.844, -29.026], [10.461, 7.462, -25.735], [26.697, 9.939, -27.273], [17.653, 3.207, -32.018], [22.871, 8.264, -31.196], [22.674, 8.581, -25.647], [12.950, 10.083, -31.250], [18.634, 10.278, -24.524], [20.170, 15.413, -30.784], [8.961, 7.672, -27.645], [20.202, 9.886, -32.430], [13.558, 7.961, -35.800], [18.647, 3.999, -35.212], [18.289, 10.615, -30.795], [20.408, 4.017, -35.487], [11.124, 4.658, -28.251], [17.983, 6.779, -34.902], [18.959, 14.429, -32.139], [9.715, 10.809, -30.376], [10.656, 9.145, -31.894], [22.662, 10.744, -31.407], [21.049, 5.555, -23.779], [12.509, 11.816, -30.134], [20.883, 13.667, -32.336], [23.758, 10.779, -31.341], [16.077, 8.769, -24.483], [16.993, 2.982, -27.498], [17.515, 12.766, -33.310], [21.526, 11.407, -27.489], [12.527, 5.326, -27.573], [23.962, 8.301, -31.213], [21.829, 10.855, -25.872], [9.609, 7.323, -29.580], [20.656, 3.820, -23.684], [12.069, 9.575, -35.796], [11.487, 7.638, -27.879], [13.933, 9.327, -34.752], [20.272, 4.812, -23.931], [19.375, 5.202, -36.287], [11.397, 10.463, -34.098], [16.105, 7.202, -27.071], [16.338, 9.639, -25.968], [11.687, 5.598, -28.227], [13.545, 6.284, -33.789], [24.042, 10.044, -27.298], [22.403, 11.547, -32.098], [17.319, 7.994, -32.551], [22.463, 8.242, -26.591], [26.779, 8.764, -28.594], [22.640, 9.513, -27.378], [18.197, 12.072, -33.613], [17.558, 6.173, -27.861], [14.706, 8.164, -26.736], [11.832, 10.645, -37.653], [15.680, 9.615, -28.438], [20.696, 9.297, -31.762], [19.660, 5.616, -34.195], [17.437, 1.014, -33.856], [14.509, 11.705, -30.283], [24.917, 9.037, -27.784], [13.456, 10.658, -37.035], [22.439, 9.269, -28.425], [10.639, 8.476, -31.121], [18.327, 9.120, -28.866], [13.891, 8.420, -29.414], [17.151, 8.463, -29.364], [19.526, 12.737, -33.686], [9.504, 6.922, -28.242], [20.423, 14.422, -34.790], [11.718, 6.482, -25.815], [22.274, 10.961, -30.412], [18.208, 4.892, -30.571], [18.231, 8.454, -23.528], [20.546, 9.774, -30.875], [17.922, 11.908, -34.581], [13.770, 11.869, -29.487], [13.443, 7.257, -33.301], [18.499, 10.804, -25.766], [10.780, 6.603, -26.175], [22.391, 6.991, -31.653], [19.838, 10.886, -29.312], [20.736, 4.268, -33.070], [14.412, 7.759, -33.182], [15.079, 3.411, -31.268], [17.619, 10.753, -23.783], [13.905, 11.073, -28.746], [22.734, 5.513, -33.030], [9.730, 11.884, -30.192], [19.324, 8.263, -28.978], [23.200, 6.427, -32.670], [19.408, 5.052, -23.311], [14.732, 8.331, -31.009], [18.912, 1.965, -33.703], [13.082, 7.095, -32.281], [18.443, 3.502, -24.838], [17.810, 11.432, -28.847], [8.761, 10.486, -30.783], [11.484, 8.870, -32.434], [26.086, 10.352, -28.898], [18.476, 15.928, -30.872], [21.603, 10.502, -26.883], [17.309, 5.486, -25.733], [20.251, 11.941, -33.887], [20.478, 6.291, -34.470], [19.845, 8.206, -24.700], [18.088, 9.334, -27.800], [18.361, 6.367, -33.958], [15.102, 7.222, -29.700], [16.419, 8.643, -25.517], [19.505, 13.261, -35.775], [18.674, 14.420, -34.718], [16.552, 8.123, -33.317], [19.521, 4.636, -35.363], [24.215, 6.224, -32.327], [19.825, 13.350, -32.336], [19.762, 10.774, -24.009], [15.181, 6.878, -25.581], [11.746, 10.769, -35.002], [17.717, 4.729, -26.405], [17.319, 3.182, -29.975], [10.874, 6.747, -27.631], [18.284, 1.226, -33.206], [15.459, 4.982, -29.823], [19.915, 4.868, -25.319], [22.182, 9.393, -31.957], [12.860, 9.209, -37.834], [19.189, 4.293, -32.668], [22.614, 8.317, -30.133], [15.909, 4.427, -30.969], [18.366, 1.513, -31.033], [7.858, 6.448, -30.262], [18.543, 7.425, -33.005], [8.464, 7.818, -31.170], [8.963, 5.970, -28.129], [19.544, 13.773, -34.813], [10.924, 11.219, -32.095], [19.709, 12.612, -31.531], [14.834, 8.258, -29.929], [24.308, 10.235, -26.243], [12.097, 5.849, -29.202], [18.871, 14.413, -30.061], [7.689, 8.119, -29.584], [18.857, 3.993, -25.721], [17.754, 1.812, -31.896], [22.425, 9.292, -33.016], [12.212, 10.495, -30.542], [15.781, 5.356, -31.925], [12.138, 9.861, -29.648], [23.272, 7.647, -26.794], [24.135, 10.996, -27.830], [19.253, 3.259, -26.430], [18.534, 10.511, -29.484], [12.587, 11.306, -34.805], [15.784, 4.251, -27.229], [11.129, 9.032, -35.909], [12.513, 8.039, -34.007], [23.239, 7.097, -33.536], [15.921, 9.186, -29.419], [16.764, 1.382, -31.700]],
  "atomic_forces_ev_per_a": [[0.0, 0.2, -0.6], [-0.2, -0.1, -0.1], [-0.5, 0.1, 0.6], [-0.1, 0.0, 0.1], [-0.1, 0.1, 0.1], [-0.5, -1.1, 1.0], [-1.5, 0.2, 0.4], [-0.9, -0.7, 0.1], [0.1, -0.2, 0.0], [0.3, 0.1, -0.4], [0.0, 0.2, 0.4], [0.0, 0.0, 0.0], [0.2, 0.6, 0.0], [0.3, -0.4, -0.1], [0.0, 0.0, -0.2], [0.4, -0.2, -0.6], [-1.3, 1.1, 1.1], [0.1, -0.1, 0.0], [0.5, 0.2, 0.1], [0.8, -0.4, -0.1], [0.1, 0.0, -0.2], [0.0, -0.2, -0.2], [0.7, -0.2, 0.1], [0.0, -0.1, -0.1], [0.0, 0.0, 0.0], [-0.2, 0.0, -0.2], [0.0, 0.1, -0.1], [0.1, 0.5, 0.0], [-0.6, -0.1, 0.2], [-0.6, -0.5, 0.2], [0.4, 0.2, 0.3], [0.1, 0.1, -0.2], [0.0, 0.0, 0.0], [-0.1, 0.0, -0.2], [0.1, -0.2, -0.2], [-0.2, -0.1, 0.0], [0.1, -0.1, 0.0], [-0.1, 0.0, -0.1], [0.0, 0.0, 0.1], [-0.2, 0.2, -0.4], [0.1, 0.2, 0.1], [-0.2, 0.1, -0.2], [0.6, 0.3, 0.3], [0.8, 0.1, 0.3], [1.0, -0.1, -0.7], [0.0, 0.1, 0.1], [0.2, -0.2, 0.4], [-0.1, 0.2, 0.1], [-0.1, -0.1, 0.0], [0.0, -0.1, 0.0], [0.1, 0.0, 0.0], [0.2, 0.0, 0.2], [0.3, -0.2, -0.2], [0.1, 0.4, -0.1], [0.0, 0.1, -0.4], [0.0, -0.3, 0.0], [-0.2, 0.0, 0.0], [0.0, 0.0, 0.0], [0.2, 0.3, -0.1], [-0.4, 0.1, 0.0], [0.0, 0.1, -0.1], [-0.1, -0.1, -0.3], [0.0, -0.1, 0.0], [-0.2, 0.1, -0.1], [0.0, 0.0, 0.0], [0.2, 0.0, -0.1], [-0.1, -0.7, 0.6], [0.3, 0.0, 0.0], [0.4, -0.3, 0.8], [-0.3, 0.0, 0.2], [-0.7, -0.5, 1.0], [1.5, 0.8, 0.0], [-0.1, -0.2, 0.1], [-0.9, -0.3, -0.2], [0.2, 0.1, -0.5], [0.1, 0.0, 0.0], [-0.2, -0.1, 0.2], [-0.1, -0.1, 0.0], [0.1, -0.2, 0.0], [1.0, -0.2, 0.2], [-0.4, -0.9, 0.0], [0.1, -0.1, -0.2], [0.4, 0.2, 0.4], [-0.4, 0.1, -0.6], [0.0, -0.1, 0.0], [-0.1, 0.0, 0.0], [-0.2, 0.1, -0.1], [-1.8, -0.6, 1.5], [-0.2, 0.3, -0.3], [0.1, 0.0, -0.5], [-0.9, -0.1, 0.0], [0.1, -0.2, 0.8], [0.1, -0.1, 0.0], [0.1, -0.2, 0.1], [-0.2, -0.1, 0.0], [0.6, 1.0, 0.2], [-0.1, 0.2, -0.1], [-0.2, -0.2, 0.0], [0.0, -0.3, 0.1], [-0.1, -0.2, -1.0], [-0.1, -0.3, 0.3], [0.1, 0.0, 0.0], [-0.1, -0.1, 0.0], [0.4, -0.2, 0.3], [-0.1, 0.0, -0.1], [0.1, 0.2, -0.1], [0.0, -0.1, -0.3], [-0.1, 0.1, 0.0], [-0.1, 0.1, -0.1], [-0.2, 0.1, 0.1], [0.0, -0.1, 0.3], [-0.3, 0.0, 0.1], [2.0, -1.0, -0.5], [-0.1, 0.1, -0.8], [0.0, 0.0, 0.1], [-0.2, 0.1, 0.0], [0.1, -0.1, 0.0], [-0.2, -0.1, -0.1], [0.2, -0.2, -0.1], [-0.3, 0.1, -0.1], [0.0, 0.1, -0.2], [-0.5, 0.1, -0.1], [-0.1, 0.0, 0.1], [0.0, 0.0, -0.1], [-0.1, 0.6, 0.2], [0.0, 0.0, 0.1], [0.2, 0.1, 0.1], [-0.1, 0.3, 0.4], [1.1, -0.3, -1.2], [0.2, 0.3, -0.1], [-0.6, 0.5, -0.3], [0.1, 0.2, 0.0], [-0.2, 0.3, 0.4], [0.0, 0.1, -0.1], [0.0, 0.0, 0.0], [0.4, 0.1, -0.4], [-0.5, 0.5, -0.1], [0.0, 0.0, 0.1], [0.6, -0.2, -0.1], [0.0, 0.1, 0.0], [-0.1, -0.1, -0.1], [-0.1, -0.3, 0.2], [0.4, 0.2, -0.8], [-0.3, -0.1, -0.1], [1.4, 0.6, -0.2], [-0.3, 0.4, 0.3], [0.0, -0.1, 0.0], [0.1, 0.3, -0.3], [-0.4, 0.6, 0.7], [-0.1, -0.2, 0.1], [-0.2, 0.3, 0.0], [-0.1, 0.1, -0.1], [-0.3, -0.3, 0.2], [0.2, 0.3, -0.1], [-0.2, 0.0, 0.3], [0.4, 0.1, -0.6], [-0.1, 0.2, 0.1], [-0.1, 0.1, -0.2], [0.2, 0.0, 0.2], [0.1, 0.0, 0.0], [-0.1, -0.1, -0.1], [0.4, -0.6, 0.4], [-0.1, 0.2, -0.1], [-0.2, -0.1, -0.1], [0.1, -0.1, -0.1], [-0.1, -0.1, 0.0], [-0.2, 0.1, 0.2], [-0.4, -1.0, 0.0], [-0.1, 0.1, -0.1], [-0.5, 0.5, -0.3], [-0.1, 0.0, -0.2], [0.1, -0.2, -0.1], [0.0, 0.2, -0.1], [0.0, -0.1, -0.2], [0.1, -0.2, 0.2], [0.6, 0.2, 0.2], [0.0, 0.0, -0.1], [0.1, 0.0, -0.1], [0.1, -0.2, 0.0], [0.2, 0.3, 0.0], [0.1, 0.0, 0.1], [0.2, 0.3, -0.1], [0.0, 0.1, 0.0]],
  "mulliken_charge": [0.757, 1.153, -1.540, -0.377, 0.181, -0.018, 1.328, 0.420, -0.145, -0.246, -0.702, 0.196, -1.631, 0.276, -0.272, -0.983, 1.203, -0.552, -0.826, 0.080, -0.636, 0.584, -0.254, 0.375, 0.372, 0.291, 0.328, -0.328, -0.787, 0.218, 0.154, 0.412, 0.320, 0.382, -0.382, 0.392, 0.327, -0.012, 0.429, 0.346, 0.460, -0.406, -1.688, -0.439, -1.152, 0.159, -0.478, 0.570, 0.550, 0.605, 0.274, 0.283, 0.447, 0.375, 0.686, 0.546, -0.127, 0.337, 0.402, -0.244, 0.154, -1.013, 0.469, 0.165, -0.607, 0.245, -1.371, 0.401, -1.045, 0.151, -0.073, -0.330, 0.259, 2.679, -0.545, -0.900, 0.271, 0.398, 0.260, 1.091, 0.660, 0.330, 0.181, -0.273, 0.327, -2.173, 0.196, 1.345, -0.338, 1.794, 0.308, -1.045, 0.397, 0.272, 0.117, -0.691, 0.264, -0.995, 0.270, -0.435, -0.136, -0.068, -0.806, -0.138, 0.054, 0.346, -0.037, -0.342, -0.303, 0.136, 0.221, 0.401, 0.814, -0.932, 0.396, -0.231, 0.136, -0.003, 0.547, -0.307, 0.428, 0.076, 0.304, 0.284, -1.079, -0.080, 0.140, 0.118, -0.969, -1.101, -1.076, -0.613, -0.678, 0.432, 0.332, 0.589, -1.742, 0.299, -0.082, -0.312, 0.466, -0.664, 1.436, -0.028, 1.340, -1.147, -0.054, 0.054, 0.558, 0.392, -0.334, -0.590, 0.491, 0.414, 0.323, 0.165, 0.276, 0.310, -1.546, 0.459, -0.148, 0.575, 0.436, 0.190, 0.189, 0.371, -1.400, -0.455, 0.600, 0.591, 0.009, -0.312, 0.193, 0.452, 0.258, -0.928, 0.303, 0.128, 0.414, -0.418, 0.330, -1.222, 0.343],
  "homo_ev": -10.36,
  "gap_ev": 7.38,
  "total_energy_ev": -114061.48902,
  "total_charge": 1
}